The following is a quantum chemistry calculation of C10H22FO5P in the gas phase at a distorted geometry, from OMol25.

Last column: natural (NBO) charge in e.
Cartesian coordinates (Å):
C (2.338, -1.989, 1.311)  -0.258
O (1.553, -1.561, 0.200)  -0.555
C (2.343, -1.099, -0.898)  -0.057
C (2.107, 0.449, -1.195)  -0.431
C (2.776, 1.244, -0.006)  -0.414
C (2.154, 2.666, 0.286)  -0.398
C (0.582, 2.709, 0.302)  -0.413
C (-0.103, 1.465, 0.980)  -0.445
C (-1.644, 1.853, 1.160)  -0.083
O (-2.520, 0.705, 1.127)  -0.792
P (-2.863, 0.226, -0.428)  2.462
O (-2.902, 1.347, -1.441)  -1.072
O (-4.394, -0.489, -0.433)  -0.975
O (-1.739, -0.945, -0.839)  -0.765
C (-2.331, -2.119, -1.382)  0.469
C (-2.796, -3.169, -0.320)  -0.683
F (-1.317, -2.740, -2.139)  -0.360
H (3.385, -1.595, 1.324)  0.175
H (1.839, -1.596, 2.246)  0.181
H (2.355, -3.112, 1.437)  0.177
H (2.084, -1.714, -1.810)  0.186
H (3.451, -1.213, -0.758)  0.166
H (1.030, 0.683, -1.371)  0.217
H (2.653, 0.650, -2.154)  0.206
H (3.849, 1.426, -0.313)  0.208
H (2.834, 0.661, 0.949)  0.203
H (2.514, 2.967, 1.316)  0.198
H (2.591, 3.426, -0.414)  0.208
H (0.256, 3.629, 0.870)  0.205
H (0.171, 2.818, -0.745)  0.215
H (0.336, 1.288, 1.994)  0.206
H (-0.094, 0.530, 0.368)  0.236
H (-1.948, 2.670, 0.463)  0.213
H (-1.727, 2.283, 2.199)  0.191
H (-4.932, -0.112, 0.280)  0.515
H (-3.166, -1.932, -2.098)  0.166
H (-3.873, -3.033, -0.021)  0.229
H (-2.199, -3.048, 0.623)  0.228
H (-2.653, -4.225, -0.670)  0.239

Computed properties:
LUMO level: 0.019 hartree
Structure (SMILES): COCCCCCCCO[P@](=O)(O)O[C@H](C)F
Gap between HOMO and LUMO: 10.017 eV
Charge: 0
Total energy: -1211.6835 Ha


The following is a quantum chemistry calculation of a gas-phase ion, C10H22N (charge +1) at a distorted geometry, from OMol25.

Last column: natural (NBO) charge in e.
Cartesian coordinates (Å):
C (-2.282, -2.284, 0.227)  -0.384
C (-2.689, -1.033, 0.276)  -0.197
C (-2.197, -0.046, -0.683)  -0.462
C (-0.918, 0.843, -0.124)  0.153
C (-1.453, 1.707, 0.970)  -0.665
C (-0.289, 1.753, -1.173)  -0.649
N (0.047, -0.205, 0.378)  -0.562
C (1.493, -0.327, 0.040)  0.097
C (1.843, -1.679, 0.690)  -0.649
C (1.744, -0.362, -1.413)  -0.649
C (2.223, 0.772, 0.723)  -0.673
H (-2.420, -2.853, 1.114)  0.221
H (-1.602, -2.689, -0.546)  0.206
H (-3.201, -0.529, 1.073)  0.221
H (-1.931, -0.345, -1.676)  0.229
H (-2.995, 0.729, -0.745)  0.240
H (-2.003, 1.250, 1.721)  0.222
H (-0.765, 2.471, 1.475)  0.242
H (-2.175, 2.475, 0.398)  0.253
H (-0.801, 2.739, -1.298)  0.256
H (-0.323, 1.196, -2.191)  0.233
H (0.750, 2.038, -0.789)  0.235
H (-0.460, -1.068, 0.188)  0.466
H (-0.002, -0.145, 1.333)  0.421
H (2.940, -1.842, 0.870)  0.259
H (1.577, -1.632, 1.773)  0.224
H (1.604, -2.581, 0.141)  0.246
H (2.665, -0.916, -1.843)  0.269
H (1.779, 0.544, -2.047)  0.250
H (0.789, -0.794, -1.800)  0.203
H (3.143, 1.131, 0.044)  0.254
H (1.764, 1.720, 0.968)  0.242
H (2.816, 0.312, 1.554)  0.245

Computed properties:
LUMO level: -0.091 hartree
Structure (SMILES): C=CCC(C)(C)[NH2+]C(C)(C)C
Gap between HOMO and LUMO: 11.370 eV
Charge: +1
Total energy: -448.6398 Ha